1.
21
Properties=species:S:1:pos:R:3:forces:R:3:nbo_charge:R:1 method="wB97M-V/def2-TZVPD" orbital_gap_ev=10.8 homo_energy_ev=-10.5328 smiles=CO.O.O.O.O.O lumo_ha=0.008 total_charge=0
C 0.73219 0.34922 2.77640 0.08 0.83 -0.09 -0.26
O -0.59963 0.86528 2.70954 0.12 -0.54 0.18 -0.75
H 0.92955 -0.65025 3.16633 -0.74 -0.09 0.13 0.19
H 1.17222 0.37038 1.77212 0.23 0.06 0.09 0.14
H 1.23943 1.06056 3.42807 0.44 -0.13 -0.20 0.18
H -1.25422 0.15971 2.72243 0.06 -0.11 -0.27 0.49
H -0.46956 2.67608 -3.84795 0.20 -0.22 -0.25 0.47
H -1.12846 1.99054 -2.70067 0.00 -0.45 0.06 0.47
O -0.47714 1.82381 -3.39368 -0.20 0.63 0.12 -0.94
H -0.01872 2.18394 -0.79481 0.20 -0.06 0.22 0.50
H -0.22121 1.03449 0.25355 0.32 0.62 0.09 0.49
O -0.56699 1.43214 -0.55721 -0.12 -0.32 -0.06 -0.98
H 2.30418 -1.13318 -1.57966 -0.04 0.81 0.12 0.48
H 0.97711 -0.45123 -2.21526 0.38 0.47 0.30 0.50
O 1.51195 -1.23845 -2.10329 -0.35 -1.11 -0.50 -0.98
H -1.68181 0.15098 0.20380 -0.31 -0.25 0.16 0.48
H -2.91319 -0.68717 0.31908 -0.03 -0.27 0.16 0.47
O -2.04011 -0.59228 0.71526 -0.13 0.22 -0.34 -0.96
H 0.87002 -1.96244 0.42204 -0.03 -0.20 -0.22 0.47
H 1.64576 -2.93721 -0.46796 -0.25 0.07 -0.20 0.48
O 1.48738 -2.70214 0.44814 0.17 0.05 0.50 -0.95

***

2.
51
Properties=species:S:1:pos:R:3:forces:R:3:nbo_charge:R:1 method="wB97M-V/def2-TZVPD" orbital_gap_ev=8.5 homo_energy_ev=-6.3641 lumo_ha=0.080 total_charge=-1
Br -0.49922 -0.38236 0.52066 -0.10 0.26 0.03 -0.96
C 0.45532 2.09059 -2.34305 -0.76 -0.12 1.13 -0.12
C -0.01781 1.18158 -3.43861 -1.16 0.11 -0.39 -0.10
O 0.95391 0.17295 -3.48592 -1.04 -0.75 -0.74 -0.48
C 2.01371 0.52832 -2.83699 2.77 0.63 0.27 0.98
O 3.02688 -0.11856 -2.90267 -0.47 0.96 1.00 -0.59
O 1.84467 1.77210 -2.21977 0.17 -1.09 -0.51 -0.50
H -0.08139 1.79066 -1.44300 0.37 -0.11 0.41 0.21
H 0.22505 3.14995 -2.45627 0.67 0.01 -0.47 0.20
H -0.06655 1.67761 -4.40798 -0.21 -0.20 -0.10 0.19
H -0.92899 0.65542 -3.15399 -0.32 0.48 -0.37 0.21
C -2.86249 2.69669 0.87919 -0.54 -0.66 0.60 -0.11
C -1.82122 3.42749 1.68424 0.23 -1.48 -0.99 -0.10
O -2.08921 4.76735 1.37144 1.34 1.42 1.14 -0.48
C -2.88345 4.90234 0.34228 -3.68 1.19 -1.30 0.97
O -3.36125 5.96137 -0.07039 1.85 -2.78 0.67 -0.60
O -3.33834 3.64528 -0.05857 0.72 1.54 -0.27 -0.50
H -3.67005 2.44817 1.56780 -0.36 -0.47 -0.44 0.17
H -2.38942 1.83851 0.40189 -0.55 -0.16 -0.07 0.24
H -0.90163 3.05921 1.22946 0.71 0.68 0.68 0.20
H -1.92355 3.18083 2.74102 0.36 0.54 -0.07 0.20
C -1.67540 -1.99763 4.00149 1.22 -0.45 -1.73 -0.11
C -2.82641 -2.14217 3.00187 -0.04 -1.21 0.58 -0.11
O -2.84413 -3.59160 2.68717 1.19 0.31 1.15 -0.50
C -1.73927 -4.21617 3.29298 -0.53 -2.73 -1.59 0.98
O -1.47730 -5.43427 3.15787 -1.03 4.54 0.62 -0.61
O -1.00311 -3.32855 3.95748 -0.75 0.92 0.77 -0.48
H -1.90618 -1.62835 5.00072 -0.11 -0.77 0.08 0.19
H -0.97307 -1.30830 3.53281 0.26 -0.01 0.28 0.23
H -2.65872 -1.56263 2.09407 0.10 -0.25 -0.02 0.24
H -3.75543 -1.84535 3.48862 -0.24 -0.34 -0.30 0.18
C 1.08896 -3.01578 -2.63114 1.30 -1.15 0.88 -0.09
C -0.30468 -2.57752 -2.59701 -1.42 0.20 1.53 -0.13
O -0.60496 -2.21890 -3.92617 -4.14 1.35 1.91 -0.47
C 0.33005 -2.54041 -4.69798 1.27 -0.68 -4.73 0.98
O 0.26281 -2.48106 -5.92205 0.58 0.00 1.82 -0.64
O 1.32138 -3.02599 -4.00047 3.55 -0.38 -1.39 -0.48
H 1.19089 -4.06510 -2.35429 0.00 0.03 0.44 0.18
H 1.75295 -2.45491 -1.97339 0.42 0.43 -0.76 0.21
H -0.47884 -1.69984 -1.97457 -0.30 -0.46 0.28 0.24
H -0.79599 -3.50473 -2.30206 -1.33 0.69 0.03 0.19
C 2.97881 1.44594 1.51637 0.19 0.10 -0.84 -0.09
C 2.84734 -0.04150 1.66949 -1.62 -0.33 -0.95 -0.10
O 4.14947 -0.54031 1.73246 1.32 -0.95 -0.07 -0.48
C 5.06734 0.41769 1.69177 0.68 1.06 2.50 0.98
O 6.26826 0.25168 1.84923 -2.79 0.84 -1.08 -0.59
O 4.36035 1.64689 1.79037 1.89 -0.37 -0.25 -0.52
H 2.29687 1.98335 2.17536 0.53 0.17 0.25 0.19
H 2.78065 1.76946 0.49453 -0.04 0.04 -0.05 0.19
H 2.41922 -0.48743 0.77174 -0.50 0.00 0.41 0.22
H 2.24316 -0.25205 2.55196 0.34 -0.61 0.00 0.19

***

3.
13
Properties=species:S:1:pos:R:3:forces:R:3:nbo_charge:R:1 method="wB97M-V/def2-TZVPD" orbital_gap_ev=9.8 homo_energy_ev=-9.1185 smiles="CN=C=S.C=C" lumo_ha=0.026 total_charge=0
C 1.82218 1.40732 -1.54000 -1.02 -1.00 1.08 0.25
C -2.19052 -0.93484 0.85410 -0.08 -0.12 0.12 -0.39
C -1.65834 -0.00375 0.08836 0.00 0.14 -0.14 -0.39
C 1.51315 -0.24984 0.31156 0.05 -0.51 0.59 -0.42
N 1.34672 0.63924 -0.76411 0.57 1.00 -1.13 -0.44
S 2.22907 2.46341 -2.61280 0.46 0.62 -0.66 -0.04
H -2.49764 -0.73012 1.86722 -0.03 0.06 0.17 0.19
H -2.34397 -1.94441 0.50574 -0.02 -0.12 -0.11 0.19
H -1.49445 1.00495 0.43449 -0.04 0.14 0.11 0.19
H -1.35284 -0.19726 -0.92673 0.03 -0.10 -0.18 0.20
H 1.09265 -1.21907 0.03660 0.05 0.05 0.18 0.22
H 2.56736 -0.36938 0.56974 -0.04 0.01 -0.02 0.21
H 0.96664 0.13375 1.17583 0.08 -0.17 -0.02 0.22

***

4.
19
Properties=species:S:1:pos:R:3:forces:R:3:nbo_charge:R:1 method="wB97M-V/def2-TZVPD" orbital_gap_ev=9.1 homo_energy_ev=-9.1895 smiles="C=C(C#N)CC[C@H](N)O" lumo_ha=-0.002 total_charge=0
C 1.05699 0.36614 0.84586 -2.86 -2.08 0.15 0.28
C -0.63043 -0.02344 1.01746 2.30 1.02 0.98 -0.44
C -1.36868 -0.90574 0.02694 0.48 0.46 -0.38 -0.44
C -0.71002 -0.59998 -1.28662 -0.35 1.13 -0.72 -0.07
N 1.54144 0.67902 2.13059 -0.40 -0.55 -0.18 -0.87
C -0.85499 0.55267 -1.98686 -0.98 -1.78 -0.10 -0.40
O 1.23563 1.42082 -0.02904 -0.75 0.63 -2.20 -0.74
C 0.28416 -1.53536 -1.68375 0.35 -0.47 -0.60 0.24
N 1.04091 -2.33073 -2.02500 0.08 0.01 0.10 -0.28
H 0.72161 1.27112 -0.89859 1.15 0.15 2.10 0.48
H 1.52099 -0.56274 0.48867 0.24 0.19 0.10 0.15
H 2.46674 0.32184 2.32317 -0.18 0.81 0.21 0.39
H 1.19967 1.56814 2.47206 0.75 -0.16 0.16 0.38
H -0.68109 -0.46322 2.01055 -0.03 0.13 0.11 0.22
H -1.04943 0.98072 1.04228 -0.31 0.05 0.04 0.20
H -1.25753 -1.95852 0.28869 -0.05 0.07 -0.15 0.23
H -2.42794 -0.64858 -0.01567 0.02 -0.07 0.08 0.23
H -1.67593 1.21446 -1.75598 0.09 0.26 0.26 0.22
H -0.41208 0.65335 -2.96475 0.43 0.19 0.05 0.23

***

5.
18
Properties=species:S:1:pos:R:3:forces:R:3:nbo_charge:R:1 method="wB97M-V/def2-TZVPD" orbital_gap_ev=8.6 homo_energy_ev=-12.8331 lumo_ha=-0.156 total_charge=+1
C 1.47599 1.81958 0.95626 -1.49 1.43 0.45 -0.86
C 0.41446 -0.44980 -0.99713 0.42 1.67 0.68 0.76
C 2.14569 -2.10772 -0.41267 3.02 -0.69 1.39 -0.47
C -4.13486 -0.30505 0.50312 -0.09 0.33 0.36 -0.39
N 1.30373 -1.09694 -0.65161 -3.47 1.07 -0.48 -0.23
N -0.39354 0.55316 -1.09918 -1.01 -2.91 1.36 -0.79
S -3.25625 0.96281 0.07504 -0.12 -0.06 -0.11 0.06
H 1.59644 2.60309 1.71411 0.06 -0.50 0.08 0.24
H 2.38719 1.33540 0.77179 1.15 -1.01 0.08 0.21
H 2.62704 -2.33225 -1.29580 1.91 0.03 -1.98 0.26
H 2.81268 -1.85012 0.39804 0.54 0.27 -0.09 0.25
H 1.86752 -3.08033 -0.18603 -2.28 -1.57 0.81 0.27
H -5.18704 -0.26761 0.33978 -0.81 0.05 -0.17 0.21
H -3.83559 -1.17109 1.07156 0.62 -0.24 -0.12 0.21
H 0.60150 1.19503 1.18162 0.62 -0.01 0.22 0.20
H -1.35504 0.53871 -0.73676 -0.08 -0.63 0.76 0.43
H -0.30518 1.27683 -1.70060 1.16 2.51 -2.66 0.44
H 1.23525 2.37630 0.06846 -0.15 0.26 -0.58 0.20

***

6.
10
Properties=species:S:1:pos:R:3:forces:R:3:nbo_charge:R:1 method="wB97M-V/def2-TZVPD" orbital_gap_ev="6.1 / 7.5" homo_energy_ev="-8.0916 / -8.2981" lumo_ha="-0.075 / -0.029" total_charge=0
C 1.86121 -0.97601 0.03048 -1.41 2.56 0.02 -0.29
C 0.26154 1.25052 0.10006 0.98 -3.07 0.87 -0.29
N 0.81988 -1.58263 0.11405 -1.40 -0.38 0.17 -0.14
N -0.64067 0.36016 0.31222 -0.16 -0.17 0.72 -0.66
P 1.95433 0.93912 0.09658 0.83 -0.38 -0.17 0.43
P -2.32573 0.36369 0.10965 -0.06 -1.78 -1.61 0.53
H 2.78130 -1.39440 -0.16144 2.30 -1.25 -0.15 0.23
H 0.22797 2.24056 -0.20264 -1.24 2.42 -0.64 0.22
H -2.78862 -0.88197 0.86703 0.99 1.32 -0.95 -0.01
H -2.15121 -0.31903 -1.26599 -0.82 0.74 1.75 -0.01

***

7.
21
Properties=species:S:1:pos:R:3:forces:R:3:nbo_charge:R:1 method="wB97M-V/def2-TZVPD" orbital_gap_ev=10.9 homo_energy_ev=-14.2317 lumo_ha=-0.121 total_charge=+1
O 0.66745 2.26701 -0.54558 -0.04 2.10 -2.65 -0.74
C 0.73467 1.38792 0.45497 3.41 4.64 0.52 0.76
C -0.48239 0.60293 0.53061 4.23 -5.96 -2.30 -0.18
N -0.76533 0.15025 -0.85958 -3.21 0.12 -2.70 -0.57
C 0.52763 -0.68454 -1.34130 -4.07 -0.83 -0.78 -0.18
C 0.59120 -1.57307 -0.12984 -0.71 -1.24 0.09 -0.47
C 0.07934 -0.75562 1.03170 1.36 -1.17 5.62 -0.46
O 1.67724 1.46061 1.19338 -0.51 -1.26 0.54 -0.51
H 1.38832 2.98767 -0.72725 -1.44 -2.34 1.33 0.55
H -1.13453 0.96829 1.16880 -3.92 2.02 2.20 0.27
H -1.64094 -0.58416 -0.89472 2.46 1.75 0.75 0.50
H -1.06781 0.93990 -1.51306 0.95 -1.10 1.06 0.46
H 0.16411 -1.22208 -2.27552 0.64 0.72 1.13 0.24
H 1.30097 -0.00732 -1.60136 0.76 0.57 0.22 0.24
H -0.01062 -2.53878 -0.23293 0.98 1.54 -0.18 0.25
H 1.58601 -1.80251 0.07416 1.75 -0.77 0.16 0.25
H 0.85033 -0.64912 1.95657 -0.36 0.97 -2.93 0.29
H -0.38165 -1.36593 1.86615 -1.67 0.40 -1.86 0.26
H -2.73847 -2.73292 -0.55378 0.16 0.34 -0.33 0.50
H -2.48679 -2.33829 0.87583 0.78 1.11 -1.92 0.51
O -2.24148 -2.04915 -0.07314 -1.56 -1.62 2.03 -0.98

***

8.
11
Properties=species:S:1:pos:R:3:forces:R:3:nbo_charge:R:1 method="wB97M-V/def2-TZVPD" orbital_gap_ev=11.4 homo_energy_ev=-10.6252 lumo_ha=0.027 total_charge=0
C 1.25135 -0.88358 0.04282 0.65 -0.14 0.11 -0.43
N 0.11923 -0.10820 0.47582 4.43 -3.38 0.69 -0.47
N -1.41775 0.98613 0.37292 -4.92 3.48 0.24 -0.65
C -0.08980 1.20157 0.19091 1.42 2.02 -1.61 0.80
C -1.17697 -0.33079 0.14441 -1.41 -1.92 -1.78 0.80
O 0.53461 2.05615 -0.38404 -0.02 -0.32 1.19 -0.55
O -1.76542 -1.17737 -0.47808 0.26 0.05 1.22 -0.55
H -2.09121 1.48135 -0.18594 -0.32 0.22 0.01 0.40
H 0.98414 -1.94272 -0.00610 -0.03 0.26 0.07 0.23
H 2.05634 -0.73514 0.76773 -0.02 -0.22 -0.21 0.22
H 1.59546 -0.54745 -0.94040 -0.04 -0.06 0.07 0.21

***

9.
33
Properties=species:S:1:pos:R:3:forces:R:3:nbo_charge:R:1 method="wB97M-V/def2-TZVPD" orbital_gap_ev=6.9 homo_energy_ev=-16.5361 lumo_ha=-0.354 total_charge=+2
C -1.11518 -3.54595 0.25750 0.15 0.50 0.24 -0.31
C -0.61877 -2.48662 0.89341 -0.20 -1.26 0.36 -0.09
C -0.14504 -0.06384 0.78255 -0.99 -1.10 1.99 0.62
C 0.94838 2.79291 -1.01010 0.26 0.74 -1.35 -0.15
C 0.67878 0.68346 -1.94673 -0.05 -0.08 -0.75 0.42
C -0.73281 0.72523 -2.48112 -0.16 0.14 -0.08 -0.69
C 1.48093 -0.53191 -2.29450 0.28 -0.10 0.05 -0.69
C 0.44387 1.34605 2.69281 0.62 0.92 0.57 -0.42
C -1.21598 -0.39427 2.94648 -0.73 -0.50 0.61 -0.43
N 0.51556 2.04895 0.11219 -1.10 -1.77 1.40 0.07
N 1.37595 1.86540 -2.01500 0.39 0.06 -0.01 -0.59
N 0.33354 0.84793 -0.15167 1.21 1.98 -1.23 -0.12
N -0.26903 0.25810 2.06535 0.19 -0.41 -1.48 -0.29
N -0.48668 -1.24943 0.26014 0.20 1.36 -0.64 -0.51
H -1.16261 -4.50530 0.74204 0.06 -0.09 0.15 0.26
H -1.49263 -3.50040 -0.75130 -0.08 0.08 -0.21 0.21
H -0.23755 -2.54849 1.89966 0.05 0.05 0.04 0.24
H 0.07797 3.39940 -1.32039 0.01 -0.08 0.20 0.29
H 1.71651 3.51443 -0.71283 -0.04 -0.19 -0.04 0.29
H -1.39377 1.39667 -1.93399 0.01 0.03 0.00 0.24
H -1.18529 -0.26240 -2.52525 -0.05 -0.08 0.04 0.23
H -0.68306 1.09980 -3.50637 0.06 -0.10 0.01 0.29
H 1.65928 -0.51250 -3.37333 -0.08 0.03 -0.01 0.29
H 0.97585 -1.46947 -2.07590 -0.05 0.02 -0.03 0.24
H 2.45565 -0.53304 -1.80564 -0.04 0.00 0.04 0.25
H -0.13574 2.27153 2.65939 -0.01 -0.12 -0.01 0.25
H 0.61236 1.09272 3.74017 -0.02 -0.13 -0.13 0.25
H 1.40671 1.52758 2.21853 -0.06 -0.09 0.15 0.23
H -0.70885 -0.96531 3.72725 0.06 -0.01 -0.14 0.25
H -1.79786 0.38423 3.44579 0.08 0.02 -0.11 0.26
H -1.90602 -1.03826 2.40685 0.07 0.09 -0.01 0.24
H 2.38446 1.77464 -2.10024 -0.13 -0.06 0.15 0.42
H -0.66800 -1.27344 -0.74053 0.10 0.15 0.23 0.43

***

10.
20
Properties=species:S:1:pos:R:3:forces:R:3:nbo_charge:R:1 method="wB97M-V/def2-TZVPD" orbital_gap_ev=9.3 homo_energy_ev=-8.5026 smiles="C=CCCN.O.O" lumo_ha=0.028 total_charge=0
C 1.51962 -0.18199 0.30791 -1.73 1.06 1.29 -0.23
C 0.78201 1.00081 1.02623 -1.92 -0.30 -3.04 -0.45
C -0.75420 0.90487 0.72950 0.41 -0.76 -0.06 -0.16
C -1.43566 -0.24502 0.88840 0.53 0.23 1.26 -0.43
N 2.95327 -0.02522 0.37476 0.37 -0.84 -0.15 -0.84
H 1.09550 -1.06818 0.78031 1.06 -0.46 0.36 0.19
H 1.00420 -0.27411 -0.65940 1.15 0.40 -0.35 0.20
H 0.89949 1.09639 2.09119 0.34 -0.20 0.40 0.21
H 1.11660 1.89292 0.51372 0.35 0.51 0.26 0.19
H -1.33075 1.72677 0.28179 0.35 0.38 1.18 0.20
H -0.91479 -1.19925 0.94328 0.03 0.14 0.64 0.19
H -2.41662 -0.22917 1.37311 -0.44 -0.07 -1.53 0.21
H 3.23895 0.22764 1.31311 -0.09 -0.17 -0.03 0.36
H 3.35519 0.66895 -0.23838 -0.40 0.05 -0.20 0.36
H 0.62965 -3.83074 0.28391 0.34 0.48 -0.03 0.47
H -0.04898 -4.63359 1.29619 0.15 0.41 0.54 0.46
O 0.47056 -3.81233 1.23537 -0.49 -0.84 -0.52 -0.93
H -3.69371 3.46010 -3.98302 0.01 0.01 0.01 0.47
H -2.44549 2.90651 -3.29977 0.10 0.05 0.09 0.47
O -3.17730 2.65755 -3.86684 -0.12 -0.07 -0.10 -0.94

***

11.
22
Properties=species:S:1:pos:R:3:forces:R:3:nbo_charge:R:1 method="wB97M-V/def2-TZVPD" orbital_gap_ev=9.9 homo_energy_ev=-15.1460 lumo_ha=-0.194 total_charge=+1
C -0.06168 -0.84002 -0.63143 -0.78 0.99 -1.57 0.78
C 0.41193 -0.72805 -1.97399 -3.33 -1.19 -2.45 0.20
C -0.02739 1.48741 -3.09980 -0.94 -2.89 3.31 -0.57
C -0.64067 0.63769 3.26675 1.75 -1.31 3.38 -0.62
C 1.04806 0.52399 -2.57003 1.44 -1.68 -2.02 -0.48
C 0.19948 -0.36219 2.52600 1.19 1.65 -3.01 -0.42
C -0.62680 -1.26202 1.51889 -0.11 -0.25 3.83 -0.10
O 0.96508 -1.53877 -0.87839 1.54 -0.95 1.48 -0.37
O -0.84069 -0.56314 0.30129 -0.17 0.56 -1.46 -0.35
H -0.62282 -2.03429 -2.95030 2.16 2.94 1.73 0.20
H -0.74938 1.64707 -2.22237 0.61 -0.27 -1.52 0.21
H -0.44245 0.98361 -3.90721 -1.48 -0.44 -1.49 0.22
H 0.30149 2.40431 -3.37307 1.47 2.67 -0.86 0.24
H -1.08168 1.40208 2.74705 -1.03 1.70 -1.67 0.22
H -1.38428 0.13175 3.87259 -0.36 -0.09 0.04 0.22
H 0.04745 1.10389 4.03767 -0.81 -0.26 -0.88 0.24
H 1.49186 0.98599 -1.76825 1.23 1.13 2.36 0.23
H 2.00179 0.26858 -3.22840 -2.44 0.34 0.78 0.26
H 0.85594 -0.88831 3.21509 -0.32 -0.56 -0.22 0.25
H 0.94283 0.32342 1.88104 -1.26 -1.77 1.05 0.20
H -0.16418 -2.17576 1.22881 0.58 -0.82 0.27 0.20
H -1.62393 -1.50727 2.00807 1.05 0.50 -1.08 0.24

***

12.
12
Properties=species:S:1:pos:R:3:forces:R:3:nbo_charge:R:1 method="wB97M-V/def2-TZVPD" orbital_gap_ev=11.0 homo_energy_ev=-9.9103 smiles="CC[C@@H]1C=N1" lumo_ha=0.041 total_charge=0
C -1.21492 -0.94065 1.32780 0.79 -0.50 -1.60 0.05
C -0.71811 -1.05939 -0.03774 1.69 1.87 -2.91 -0.13
C 0.67328 1.30825 -0.42933 -2.68 4.19 0.69 -0.63
C 0.69726 -0.14936 -0.59018 -2.71 -1.58 2.75 -0.42
N -0.50454 -1.95539 1.14393 -0.02 -0.19 -0.14 -0.30
H -1.72280 -0.48165 2.12678 -0.56 0.52 0.74 0.21
H -1.32604 -1.39283 -0.98426 0.85 0.37 2.26 0.19
H -0.24116 1.88608 -0.80572 0.79 -1.24 -0.57 0.20
H 1.49800 1.89167 -0.89198 -0.12 -0.74 0.52 0.22
H 0.47311 1.68657 0.60889 1.11 -0.73 -0.30 0.20
H 1.44168 -0.45604 0.12222 0.64 -0.87 -0.12 0.20
H 0.94421 -0.33726 -1.59039 0.22 -1.09 -1.33 0.20

***

Energy relative to the best compared isomer or geometry (same formula, charge and spin) in kcal per mole, matching the order above: 26.9, 0.0, 35.5, 49.3, 80.6, 83.8, 55.9, 44.6, 42.6, 56.1, 131.6, 75.3